[1]
46
Properties=species:S:1:pos:R:3:nbo_charge:R:1 method="wB97M-V/def2-TZVPD" spin_multiplicity=1 e_tot_ha=-1235.23267 total_charge=-1 homo_ev=-6.06 relative_energy_kcal_mol=148.0 molar_mass_g_mol=265.8
Cl -0.9543 0.4913 0.4954 -0.745
O -2.7833 -1.3367 -1.6046 -0.756
O 1.3527 2.6163 0.2964 -0.785
O -2.5303 -0.8187 2.0904 -0.771
O 1.7657 -0.5827 1.8504 -0.742
O -0.9113 1.5403 -2.4646 -0.768
C 0.1287 2.2683 -2.8386 -0.034
C 1.2857 3.9693 0.9784 -0.071
C -3.2723 -2.7897 3.1554 -0.613
C 1.8887 -1.9797 1.7274 -0.077
C 2.6067 4.6553 0.9884 -0.600
C 3.0117 -2.4827 2.6544 -0.635
C 0.7307 1.8143 -4.2346 -0.653
C -2.0753 -2.3087 -2.3246 -0.037
C -2.1993 -2.2047 2.3464 -0.076
C -0.8043 -1.6627 -3.0276 -0.651
H -0.4173 -2.3137 -3.8226 0.182
H -3.6033 -2.3957 4.1694 0.204
H 0.9397 2.3113 -2.1486 0.184
H -0.1393 3.4953 -2.5836 0.102
H -2.2693 -0.9167 -0.8066 0.506
H 0.5647 2.1153 0.2994 0.496
H -1.4763 -3.1097 -1.7546 0.132
H 2.4527 5.7013 1.4304 0.194
H 2.9697 4.8453 0.1574 0.189
H -4.2863 -2.8187 2.9264 0.214
H -1.2173 -2.2737 2.8134 0.143
H -3.0533 -3.9427 3.4654 0.170
H 0.9507 3.5923 2.0714 0.180
H 0.8577 -2.3187 1.8864 0.173
H -2.0423 -2.7077 1.5464 0.152
H 1.0917 -0.3717 1.2844 0.485
H -0.9003 -0.6907 -3.3276 0.229
H -0.8493 1.1063 -1.5446 0.512
H 2.5797 -2.2617 3.7344 0.204
H 3.3927 4.2013 1.6584 0.208
H 1.0367 2.6923 -4.9676 0.200
H 3.1067 -3.5627 2.7304 0.204
H -0.1583 -1.4417 -2.2866 0.202
H -0.0523 1.4453 -4.9416 0.205
H 2.2807 -1.9937 0.6714 0.155
H -1.7283 -0.4267 1.5844 0.436
H 3.9097 -1.9687 2.3274 0.217
H 0.3177 4.6093 0.5494 0.169
H 1.3007 0.9633 -4.2386 0.204
H -2.7973 -2.7547 -2.9716 0.162

***

[2]
59
Properties=species:S:1:pos:R:3:lowdin_spin:R:1 method="wB97M-V/def2-TZVPD" spin_multiplicity=9 s2=20.02 e_tot_ha=-4491.14671 homo_ev="-8.67 / -8.92" relative_energy_kcal_mol=0.0 molar_mass_g_mol=743.1
Hg -2.4824 -2.2096 0.0289 0.002
Cr -1.5498 1.6272 0.2734 3.815
Cr 0.5490 -0.4173 1.7786 3.777
S 0.3016 -3.6180 0.8074 0.006
S -4.3035 0.3220 -1.1560 0.006
O -3.2733 1.1778 -0.4223 0.049
O -4.5683 0.9387 -2.4377 0.004
O 1.9128 -0.4674 0.0224 0.020
O -0.8484 1.8679 -1.8231 0.039
O -1.1785 -3.7619 0.5943 0.004
O -0.9419 -0.4194 3.2020 0.034
O 0.9111 -3.4093 -0.5078 0.003
O -5.4691 0.2776 -0.2906 -0.001
O -1.0566 -0.4330 0.3639 0.074
O 0.4331 -2.3729 1.6187 0.045
O 0.8961 -4.7137 1.5443 0.000
O -1.3548 -2.6426 -2.1028 0.000
O -3.7003 -1.0209 -1.2726 0.006
O 0.2935 1.7759 1.4579 0.053
C -0.4495 0.1622 5.5226 0.003
C -1.6940 -2.5587 -3.4808 0.000
C 3.3113 -0.1219 -0.1421 0.005
C -0.9617 -0.9027 4.5616 0.009
C -1.7514 -1.1346 -4.0395 0.000
C 4.1320 -1.3903 -0.1813 0.001
C 1.5797 3.8970 1.3756 0.002
C 1.1590 2.6578 2.1360 0.011
C 0.4083 2.5610 -2.0491 0.005
C 1.1590 1.9147 -3.1861 0.001
H -1.0000 -3.1355 -4.1011 0.000
H -2.2987 -0.4946 -3.3501 0.000
H -1.3355 1.8082 -2.6564 0.002
H -2.0057 -1.0663 4.8313 0.000
H -0.6024 -0.0228 6.5893 0.000
H 3.5718 0.5137 0.7052 0.002
H -0.3791 -1.8220 4.5957 0.001
H 0.9667 2.4882 -1.1135 0.001
H 2.0939 2.2108 2.5056 0.004
H -2.6511 -3.0218 -3.7242 0.000
H -2.2546 -1.1194 -5.0061 0.000
H 2.0959 2.4613 -3.3263 0.000
H -1.8513 -0.4306 2.8918 0.004
H -0.3871 -2.7333 -2.0777 0.000
H 1.4406 0.8733 -3.0117 0.000
H 0.7545 4.5622 1.1087 0.001
H 3.3691 0.5065 -1.0354 0.000
H 5.2144 -1.2385 -0.1894 0.000
H -0.7912 1.1577 5.2458 0.000
H -0.6993 -0.5325 -0.5270 0.006
H 0.6101 2.9072 3.0541 0.001
H 0.3290 3.6379 -2.2173 0.000
H 1.6166 -0.7674 -0.8430 0.001
H 0.5855 1.8824 -4.1133 0.000
H 3.9606 -1.9496 -1.1012 0.000
H 2.1964 4.5137 2.0377 0.000
H 0.6476 0.2017 5.5889 0.001
H 3.8867 -1.9424 0.7244 0.000
H 2.2050 3.6954 0.5045 0.000
H -0.7514 -0.7292 -4.1851 0.000

***

[3]
52
Properties=species:S:1:pos:R:3:nbo_charge:R:1 method="wB97M-V/def2-TZVPD" spin_multiplicity=1 e_tot_ha=-1298.15909 total_charge=+3 homo_ev=-16.84 relative_energy_kcal_mol=0.0 molar_mass_g_mol=507.8
Hf 0.3114 -1.9298 0.0896 2.868
F -0.3604 0.2916 0.7132 -0.720
O -2.2558 -1.4834 -0.1798 -0.772
O 1.5842 1.7115 2.4330 -0.758
O 1.5603 -3.4014 1.5658 -0.778
O 1.4071 -0.2663 -1.3737 -0.812
O -0.6119 -2.0401 2.3272 -0.777
O -2.9222 2.3144 -2.3552 -0.725
O -0.5354 -2.0631 -2.1766 -0.816
O -1.0700 2.7377 1.4502 -0.712
O 2.3439 -0.8201 1.1802 -0.784
O -0.2338 0.7106 -3.3773 -0.801
C -0.0392 3.5599 1.9371 -0.099
C -1.7947 2.6471 -3.1107 -0.099
C 0.9154 -3.9439 2.6758 -0.134
C -0.4174 2.0086 -2.7719 -0.111
C 0.7160 2.6932 3.0023 -0.099
C -1.8980 -1.8439 -2.6213 -0.098
C -0.2707 -3.1811 3.1083 -0.121
C 3.1504 -0.1879 0.1936 -0.110
C -2.6274 -1.0391 -1.4818 -0.125
C 2.3744 0.6566 -0.7925 -0.111
H -1.1729 -3.7918 3.0729 0.224
H 2.2619 -4.0281 1.3745 0.560
H -0.3950 4.4200 2.5044 0.217
H 1.6607 -3.8235 3.4620 0.238
H 0.1227 2.2449 3.7993 0.180
H 3.6722 -0.9865 -0.3337 0.197
H 3.7351 0.4804 0.8257 0.260
H -0.2013 0.7409 -4.3363 0.504
H 1.4547 3.3036 3.5217 0.202
H -1.9504 -1.2146 -3.5098 0.262
H -3.7035 -0.9390 -1.6237 0.259
H 0.3381 2.7141 -3.1177 0.203
H -2.3505 -2.8325 -2.6991 0.220
H 0.6455 3.9299 1.1739 0.168
H 3.0853 0.8818 -1.5875 0.241
H 2.8799 -0.7982 1.9763 0.559
H 1.9612 1.5969 -0.4278 0.249
H 1.0688 1.1024 1.8993 0.452
H -3.0571 2.9269 -1.6284 0.499
H -1.8934 2.4270 -4.1737 0.188
H -1.7545 3.7363 -3.1028 0.211
H -0.6262 1.9904 1.0425 0.459
H 1.2150 0.0863 -2.2457 0.569
H -3.0173 -1.3511 0.3896 0.551
H -0.1940 1.8268 -1.7207 0.171
H 0.7859 -5.0231 2.5947 0.246
H -0.2286 -2.7990 4.1282 0.251
H -2.2840 -0.0076 -1.5595 0.231
H -0.1384 -2.4033 -2.9817 0.555
H -1.2461 -1.5413 2.8474 0.569

***

[4]
47
Properties=species:S:1:pos:R:3:nbo_charge:R:1 method="wB97M-V/def2-TZVPD" spin_multiplicity=1 e_tot_ha=-1088.66184 total_charge=+1 homo_ev=-11.15 molar_mass_g_mol=368.1
Sn 3.0256 5.6864 1.7477 1.411
F 0.2823 1.3590 0.7974 -0.413
O 5.2542 -0.9825 1.4426 -0.731
O -0.4740 -2.8338 4.0024 -0.708
O -2.7609 -1.0322 -3.2330 -0.699
O 3.0024 3.8103 -4.4613 -0.730
O -4.0134 4.2938 2.5712 -0.731
C -1.3759 -3.5910 6.1269 -0.640
C 6.2206 -3.0929 2.1170 -0.654
C 3.6990 2.0089 -6.0082 -0.645
C -3.0994 -2.8002 -4.7885 -0.631
C -1.1858 -2.4636 5.1367 -0.061
C -6.2882 4.9709 2.3242 -0.632
C 5.7916 -2.2035 0.9517 -0.068
C 2.6631 2.5709 -5.0315 -0.070
C -2.2959 -2.2429 -3.5878 -0.048
C -5.3209 3.8579 2.3009 -0.060
H -2.2116 -2.2569 4.8315 0.142
H -1.7106 -4.5014 5.6297 0.222
H 3.6396 2.6145 -6.9126 0.206
H -1.2228 -2.1526 -3.7565 0.139
H -7.3245 4.7253 2.0920 0.226
H -2.3131 -2.9271 -2.7394 0.142
H 4.6810 1.8550 -5.5610 0.213
H 6.6431 -1.9169 0.3346 0.168
H 3.3752 1.1009 -6.5171 0.222
H 6.7248 -4.0017 1.7883 0.216
H -4.1516 -2.9615 -4.5541 0.214
H -0.3892 -3.7001 6.5770 0.204
H 5.0620 -2.5767 0.2330 0.169
H -3.0601 -2.1356 -5.6516 0.210
H 2.7741 4.5022 -5.0864 0.472
H -2.7325 -3.7939 -5.0455 0.211
H 5.4726 -3.4380 2.8308 0.216
H -2.0422 -0.7292 -2.6733 0.463
H 6.9046 -2.6884 2.8630 0.220
H -6.1787 5.4171 3.3126 0.211
H 1.7877 2.6579 -5.6751 0.157
H -5.6339 3.1059 3.0253 0.156
H -0.8100 -1.5335 5.5630 0.149
H -5.2491 3.3759 1.3258 0.155
H 4.3277 -1.0578 1.2026 0.465
H -3.4295 3.5759 2.3157 0.468
H -0.4585 -2.0257 3.4844 0.467
H 2.3431 1.7967 -4.3341 0.175
H -1.8983 -3.4135 7.0670 0.225
H -6.0438 5.7678 1.6219 0.207

***

[5]
54
Properties=species:S:1:pos:R:3:nbo_charge:R:1 method="wB97M-V/def2-TZVPD" spin_multiplicity=1 e_tot_ha=-1922.59124 total_charge=+1 homo_ev=-10.39 molar_mass_g_mol=398.3
P -0.7620 -1.0486 0.3311 2.229
P -5.3272 -3.8001 -2.7335 2.251
O -6.8128 -2.9957 -3.0676 -0.687
O -6.0670 -4.7666 -1.6284 -0.780
O -5.2998 -4.5011 -4.0780 -0.945
O -2.2725 -0.3290 -0.0758 -0.683
O 4.8169 4.8119 0.2140 -0.338
O 0.7793 -1.6537 0.8117 -0.650
O -0.6866 -1.7802 -0.9961 -0.929
O -1.4912 -2.0191 1.4361 -0.774
O -3.7918 -4.4244 -2.2691 -0.656
N 2.5470 3.2822 1.3119 -0.691
N 3.8382 1.3750 0.2821 -0.853
N 4.1693 3.7604 -0.3364 -0.334
C 1.5998 -0.7191 1.5124 -0.276
C 3.5487 2.7999 0.4028 0.736
C 6.2600 4.6593 0.1337 -0.091
C -2.4524 1.0392 0.3104 -0.269
C 8.0819 2.7375 0.5108 -0.626
C -6.6733 -4.1677 -0.4915 -0.252
C -6.9099 -1.6341 -2.6368 -0.269
C -2.1413 -1.4230 2.5535 -0.254
C -2.9607 -3.4982 -1.5609 -0.276
C 6.8644 3.5674 1.1260 -0.438
H -1.7028 -0.4542 2.8048 0.151
H 4.0599 3.6745 -1.3620 0.419
H 2.9502 4.1296 1.7458 0.434
H -6.5842 -4.8484 0.3551 0.197
H -6.1974 -3.2178 -0.2348 0.150
H -2.0228 -3.9914 -1.3078 0.210
H 6.0531 2.8695 1.5012 0.173
H -1.5139 1.4958 0.6375 0.148
H -7.7347 -3.9998 -0.6941 0.187
H 6.7136 5.6626 0.4282 0.240
H -2.8375 1.6006 -0.5426 0.202
H -7.2945 -1.0286 -3.4597 0.196
H 2.5399 -1.2057 1.7744 0.205
H 8.5548 3.4064 -0.2891 0.220
H 7.2608 4.1297 2.0353 0.236
H -2.0469 -2.0875 3.4117 0.209
H 1.8091 0.1413 0.8743 0.155
H 8.8576 2.5329 1.3063 0.244
H 6.5822 4.4110 -0.9272 0.194
H 7.7803 1.7651 0.0146 0.215
H -3.2030 -1.2939 2.3273 0.191
H -7.6054 -1.5671 -1.7958 0.177
H -3.4560 -3.1756 -0.6391 0.154
H 1.0991 -0.3897 2.4294 0.161
H -3.1788 1.0949 1.1250 0.187
H 3.8297 1.1321 -0.7200 0.417
H -5.9392 -1.2348 -2.3297 0.156
H -2.7497 -2.6317 -2.1901 0.183
H 4.8006 1.2430 0.6456 0.427
H 2.3189 2.5650 2.0130 0.418

***

Copy entry 5 word for word.
54
Properties=species:S:1:pos:R:3:nbo_charge:R:1 method="wB97M-V/def2-TZVPD" spin_multiplicity=1 e_tot_ha=-1922.59124 total_charge=+1 homo_ev=-10.39 molar_mass_g_mol=398.3
P -0.7620 -1.0486 0.3311 2.229
P -5.3272 -3.8001 -2.7335 2.251
O -6.8128 -2.9957 -3.0676 -0.687
O -6.0670 -4.7666 -1.6284 -0.780
O -5.2998 -4.5011 -4.0780 -0.945
O -2.2725 -0.3290 -0.0758 -0.683
O 4.8169 4.8119 0.2140 -0.338
O 0.7793 -1.6537 0.8117 -0.650
O -0.6866 -1.7802 -0.9961 -0.929
O -1.4912 -2.0191 1.4361 -0.774
O -3.7918 -4.4244 -2.2691 -0.656
N 2.5470 3.2822 1.3119 -0.691
N 3.8382 1.3750 0.2821 -0.853
N 4.1693 3.7604 -0.3364 -0.334
C 1.5998 -0.7191 1.5124 -0.276
C 3.5487 2.7999 0.4028 0.736
C 6.2600 4.6593 0.1337 -0.091
C -2.4524 1.0392 0.3104 -0.269
C 8.0819 2.7375 0.5108 -0.626
C -6.6733 -4.1677 -0.4915 -0.252
C -6.9099 -1.6341 -2.6368 -0.269
C -2.1413 -1.4230 2.5535 -0.254
C -2.9607 -3.4982 -1.5609 -0.276
C 6.8644 3.5674 1.1260 -0.438
H -1.7028 -0.4542 2.8048 0.151
H 4.0599 3.6745 -1.3620 0.419
H 2.9502 4.1296 1.7458 0.434
H -6.5842 -4.8484 0.3551 0.197
H -6.1974 -3.2178 -0.2348 0.150
H -2.0228 -3.9914 -1.3078 0.210
H 6.0531 2.8695 1.5012 0.173
H -1.5139 1.4958 0.6375 0.148
H -7.7347 -3.9998 -0.6941 0.187
H 6.7136 5.6626 0.4282 0.240
H -2.8375 1.6006 -0.5426 0.202
H -7.2945 -1.0286 -3.4597 0.196
H 2.5399 -1.2057 1.7744 0.205
H 8.5548 3.4064 -0.2891 0.220
H 7.2608 4.1297 2.0353 0.236
H -2.0469 -2.0875 3.4117 0.209
H 1.8091 0.1413 0.8743 0.155
H 8.8576 2.5329 1.3063 0.244
H 6.5822 4.4110 -0.9272 0.194
H 7.7803 1.7651 0.0146 0.215
H -3.2030 -1.2939 2.3273 0.191
H -7.6054 -1.5671 -1.7958 0.177
H -3.4560 -3.1756 -0.6391 0.154
H 1.0991 -0.3897 2.4294 0.161
H -3.1788 1.0949 1.1250 0.187
H 3.8297 1.1321 -0.7200 0.417
H -5.9392 -1.2348 -2.3297 0.156
H -2.7497 -2.6317 -2.1901 0.183
H 4.8006 1.2430 0.6456 0.427
H 2.3189 2.5650 2.0130 0.418